C18H28BeN6O3S2 | ωB97M-V with the def2-TZVPD basis set

Multiplicity = 1
E_LUMO = -1.05 eV

Each line ends with the Mulliken charge.
Element x y z (Å)
Be (0.566, 0.302, 0.916)  -0.34
C (-1.075, 1.012, 3.348)  -1.31
N (0.283, 1.087, 2.794)  0.61
C (1.206, 0.509, 3.785)  -1.12
C (0.644, 2.487, 2.498)  -0.91
C (-0.063, 2.893, 1.224)  -0.78
N (0.248, 1.924, 0.145)  0.33
C (-0.796, 2.020, -0.902)  -1.24
C (1.540, 2.297, -0.506)  -1.31
H (-1.139, 1.584, 4.280)  0.40
H (-1.328, -0.026, 3.561)  0.36
H (-1.812, 1.405, 2.650)  0.33
H (1.052, 0.979, 4.763)  0.39
H (2.235, 0.655, 3.471)  0.35
H (1.004, -0.560, 3.879)  0.28
H (1.728, 2.535, 2.381)  0.40
H (0.359, 3.158, 3.316)  0.47
H (0.219, 3.904, 0.922)  0.47
H (-1.142, 2.890, 1.377)  0.41
H (-0.779, 3.023, -1.338)  0.44
H (-1.782, 1.850, -0.472)  0.40
H (-0.597, 1.270, -1.661)  0.24
H (1.426, 3.274, -0.981)  0.44
H (1.784, 1.538, -1.250)  0.28
H (2.341, 2.346, 0.230)  0.54
C (4.146, -1.527, 1.483)  -0.99
S (3.520, 0.050, 1.004)  1.31
O (4.007, 0.346, -0.306)  -0.64
O (3.818, 1.005, 2.050)  -0.76
O (2.022, -0.217, 0.998)  -0.16
H (5.199, -1.554, 1.216)  0.43
H (3.600, -2.286, 0.926)  0.26
H (4.014, -1.647, 2.557)  0.30
C (-2.697, -1.768, -5.541)  -1.16
C (-1.534, -0.983, -5.002)  0.88
C (-0.918, 0.013, -5.746)  -0.63
C (0.092, 0.711, -5.110)  -0.28
N (0.504, 0.442, -3.879)  -0.41
C (-0.105, -0.585, -3.240)  0.03
S (0.451, -1.015, -1.651)  -0.28
N (-1.145, -1.274, -3.765)  -0.51
H (-2.764, -1.691, -6.626)  0.35
H (-3.629, -1.390, -5.113)  0.24
H (-2.604, -2.813, -5.253)  0.31
H (-1.224, 0.243, -6.758)  0.34
H (0.599, 1.530, -5.613)  0.41
N (-3.871, -5.187, 1.641)  -0.45
C (-3.167, -4.292, 1.497)  -0.29
C (-2.290, -3.153, 1.338)  0.58
C (-2.806, -1.919, 0.965)  -0.87
C (-1.937, -0.858, 0.837)  0.18
N (-0.629, -0.970, 1.063)  1.04
C (-0.133, -2.161, 1.407)  -0.45
C (-0.930, -3.280, 1.558)  -0.64
H (-3.859, -1.793, 0.763)  0.51
H (-2.296, 0.106, 0.511)  0.25
H (0.940, -2.209, 1.534)  0.43
H (-0.494, -4.231, 1.827)  0.50